Entry 1:
Formula: C27H45AsCl5LaN4OPS3Sb
Source: the Open Molecules 2025 dataset
Level of theory: wB97M-V/def2-TZVPD

- E: -209386.63709 eV
- Highest occupied orbital energy (alpha / beta): -0.1742 / -0.1729 hartree
- Multiplicity: 2
- Frontier orbital gap (alpha / beta): 6.82 / 5.19 eV
- <S²>: 0.763
- Charge: -1
- Maximum force: 0.04411 Eh/bohr
- Lowest unoccupied orbital energy (alpha / beta): 2.1 / 0.5 eV
- Molar mass: 1081.71 g mol⁻¹

Geometry (Å):
La -0.894 -0.581 1.017
Cl 3.004 -7.063 -0.107
C 2.444 -5.542 0.425
C 1.173 -5.093 -0.042
Cl 0.302 -5.906 -1.249
C 0.585 -4.018 0.617
Cl -1.100 -3.740 0.390
C 1.355 -3.092 1.432
O 0.948 -1.882 1.684
C 2.591 -3.619 1.910
Cl 3.344 -2.755 3.145
C 3.125 -4.843 1.419
Cl 4.585 -5.484 2.063
S -4.719 1.783 4.721
Sb -4.073 1.441 2.424
S -1.695 2.046 2.117
S -3.473 -0.974 2.395
C -1.608 1.893 6.043
C -1.590 0.408 6.263
As -0.695 -0.561 4.748
C 1.113 0.245 4.983
C 1.943 -0.260 6.156
C -0.430 -2.368 5.580
C -0.664 -2.435 7.093
H -2.553 2.382 6.377
H -1.519 2.133 4.979
H -0.764 2.378 6.527
H -2.619 0.072 6.399
H -1.064 0.172 7.231
H 0.945 1.344 4.967
H 1.642 0.037 4.024
H 1.420 -0.095 7.086
H 2.919 0.240 6.245
H 2.161 -1.353 6.072
H 0.535 -2.756 5.231
H -1.174 -2.983 5.048
H 0.012 -1.780 7.619
H -0.488 -3.455 7.481
H -1.688 -2.212 7.312
N -0.482 0.143 -1.117
P -0.340 0.879 -2.454
N 1.339 1.000 -2.871
C 1.939 1.316 -4.160
C 3.390 0.783 -4.285
C 3.546 -0.576 -3.588
C 3.108 -0.473 -2.131
C 2.328 0.814 -1.825
N -0.952 0.333 -3.958
C -0.447 -0.969 -4.384
C -1.337 -2.148 -3.976
C -2.800 -1.952 -4.345
C -3.284 -0.647 -3.712
C -2.421 0.517 -4.164
N -0.895 2.464 -2.418
C -1.470 3.150 -1.238
C -0.710 4.452 -0.979
C -0.981 5.401 -2.149
C -0.490 4.715 -3.447
C -1.105 3.302 -3.606
H 1.932 2.443 -4.231
H 1.342 0.944 -4.994
H 4.105 1.514 -3.866
H 3.646 0.687 -5.357
H 4.563 -1.018 -3.707
H 2.906 -1.348 -4.082
H 3.971 -0.468 -1.483
H 2.501 -1.334 -1.819
H 2.988 1.682 -1.839
H 1.866 0.683 -0.871
H 0.570 -1.065 -3.933
H -0.329 -0.973 -5.484
H -1.194 -2.334 -2.899
H -0.980 -3.071 -4.432
H -3.391 -2.814 -3.995
H -2.938 -1.948 -5.456
H -3.173 -0.730 -2.614
H -4.337 -0.473 -3.955
H -2.708 1.443 -3.662
H -2.510 0.686 -5.254
H -1.390 2.491 -0.342
H -2.558 3.322 -1.449
H 0.354 4.237 -0.814
H -1.023 4.929 -0.055
H -0.480 6.370 -2.071
H -2.068 5.609 -2.226
H 0.618 4.698 -3.447
H -0.719 5.314 -4.350
H -0.666 2.859 -4.534
H -2.167 3.439 -3.801

Mulliken atomic charge list, values in e, 6 entries: atom 1 (La): 1.122, atom 2 (Cl): -0.227, atom 3 (C): 0.299, atom 4 (C): -0.106, atom 5 (Cl): -0.182, atom 6 (C): 0.280

---

Entry 2:
Formula: C20H40O5
Source: the Open Molecules 2025 dataset
Level of theory: wB97M-V/def2-TZVPD

- E: -31623.57989 eV
- Highest occupied orbital energy: -0.3395 hartree
- Frontier orbital gap: 9.92 eV
- Charge: 0
- Maximum force: 0.02335 Eh/bohr
- Lowest unoccupied orbital energy: 0.7 eV
- SMILES: C1CCOC1.C1CCOC1.C1CCOC1.C1CCOC1.C1CCOC1
- Energy above the lowest of the compared OMol25 structures with the same formula, charge and spin: 3.347 eV
- Molar mass: 360.54 g mol⁻¹

Geometry (Å):
C 15.286 28.295 -10.667
C 16.388 27.262 -10.898
C 16.963 27.761 -12.207
O 17.112 29.153 -11.942
C 15.921 29.568 -11.254
H 14.998 28.389 -9.623
H 14.423 28.039 -11.284
H 16.057 26.231 -10.804
H 17.179 27.449 -10.168
H 16.316 27.617 -13.080
H 17.941 27.329 -12.416
H 15.253 30.056 -11.971
H 16.233 30.316 -10.525
C 14.626 20.168 -16.232
C 16.009 20.545 -15.677
C 15.948 22.069 -15.568
O 14.625 22.485 -15.855
C 14.002 21.491 -16.652
H 14.036 19.726 -15.426
H 14.673 19.410 -17.013
H 16.812 20.289 -16.365
H 16.181 20.072 -14.714
H 16.628 22.567 -16.278
H 16.255 22.479 -14.602
H 14.125 21.713 -17.719
H 12.938 21.530 -16.418
C 18.961 19.121 -4.657
C 18.689 20.597 -4.269
C 17.387 20.912 -5.024
O 17.358 20.069 -6.154
C 18.000 18.835 -5.836
H 18.795 18.427 -3.834
H 19.993 18.970 -4.974
H 19.513 21.233 -4.575
H 18.521 20.627 -3.194
H 17.402 21.937 -5.393
H 16.509 20.752 -4.389
H 18.558 18.545 -6.725
H 17.241 18.093 -5.580
C 10.584 22.314 -10.463
C 10.885 22.686 -9.023
C 10.667 21.364 -8.294
O 10.990 20.332 -9.241
C 10.995 20.854 -10.562
H 11.091 22.967 -11.175
H 9.520 22.436 -10.692
H 10.251 23.475 -8.627
H 11.934 22.969 -8.907
H 9.603 21.252 -8.042
H 11.280 21.186 -7.415
H 10.298 20.246 -11.146
H 11.990 20.735 -11.004
C 16.710 22.556 -10.067
C 16.078 21.403 -9.302
C 14.589 21.494 -9.717
O 14.411 22.738 -10.369
C 15.628 22.995 -11.050
H 17.657 22.313 -10.551
H 16.928 23.385 -9.389
H 16.193 21.492 -8.225
H 16.429 20.409 -9.581
H 13.888 21.438 -8.884
H 14.333 20.684 -10.414
H 15.700 24.043 -11.324
H 15.637 22.367 -11.953

Mulliken atomic charge list, values in e, 6 entries: atom 1 (C): -0.626, atom 2 (C): -0.044, atom 3 (C): -0.428, atom 4 (O): -0.403, atom 5 (C): -0.417, atom 6 (H): 0.320

---

Entry 3:
Formula: C37H30N4O4PReS
Source: the Open Molecules 2025 dataset
Level of theory: wB97M-V/def2-TZVPD

- E: -75253.18047 eV
- Highest occupied orbital energy (alpha / beta): -0.3470 / -0.3647 hartree
- Multiplicity: 2
- Frontier orbital gap (alpha / beta): 6.55 / 5.85 eV
- <S²>: 0.773
- Charge: +1
- Maximum force: 0.01986 Eh/bohr
- Lowest unoccupied orbital energy (alpha / beta): -2.9 / -4.1 eV
- Energy above the lowest of the compared OMol25 structures with the same formula, charge and spin: 2.428 eV
- Molar mass: 843.92 g mol⁻¹

Geometry (Å):
Re -0.508 0.976 -0.125
C 1.527 3.885 -4.420
C 0.283 3.332 -4.698
C -0.195 2.269 -3.947
C 0.576 1.764 -2.904
C 1.819 2.318 -2.622
C 2.296 3.373 -3.384
N 0.090 0.723 -2.063
C -0.433 -0.415 -2.670
C -0.132 -0.826 -3.981
C -0.712 -1.964 -4.493
C -1.610 -2.712 -3.719
C -1.914 -2.341 -2.426
C -1.309 -1.208 -1.882
N -1.496 -0.704 -0.613
N -2.734 -0.874 -0.001
C -2.816 -0.153 1.254
C -3.872 -0.432 2.098
C -3.907 0.202 3.328
C -2.891 1.084 3.673
C -1.890 1.337 2.758
N -1.863 0.745 1.555
H 1.895 4.715 -5.009
H -0.319 3.731 -5.504
H -1.165 1.836 -4.154
H 2.415 1.901 -1.818
H 3.270 3.793 -3.170
H 0.562 -0.245 -4.575
H -0.475 -2.279 -5.500
H -2.071 -3.596 -4.141
H -2.610 -2.913 -1.826
H -4.619 -1.150 1.792
H -4.713 -0.004 4.019
H -2.874 1.579 4.634
H -1.084 2.030 2.958
O 0.333 2.996 0.407
C 1.003 1.964 0.577
C 2.350 1.717 1.073
C 3.348 2.639 1.356
C 4.595 2.144 1.706
C 4.826 0.770 1.758
C 3.816 -0.144 1.479
C 2.561 0.346 1.154
P 1.033 -0.570 0.767
C 0.452 -1.073 2.427
C -0.630 -1.954 2.514
C -1.145 -2.313 3.748
C -0.587 -1.802 4.915
C 0.491 -0.935 4.838
C 1.012 -0.575 3.599
C 1.587 -2.102 -0.004
C 1.782 -3.247 0.770
C 2.269 -4.404 0.181
C 2.562 -4.427 -1.174
C 2.385 -3.288 -1.946
C 1.903 -2.126 -1.363
H 3.156 3.701 1.280
H 5.404 2.828 1.924
H 5.812 0.407 2.015
H 4.009 -1.209 1.523
H -1.069 -2.368 1.612
H -1.979 -3.002 3.800
H -0.986 -2.090 5.879
H 0.940 -0.542 5.741
H 1.859 0.098 3.561
H 1.549 -3.241 1.826
H 2.414 -5.291 0.784
H 2.935 -5.335 -1.629
H 2.624 -3.300 -3.002
H 1.794 -1.239 -1.962
C -4.183 2.945 0.642
S -3.702 1.270 -1.407
O -3.795 -0.261 -0.905
O -4.639 2.027 -0.395
O -2.324 1.734 -1.137
H -4.626 2.600 1.571
H -4.559 3.925 0.369
H -3.100 2.954 0.700

Mulliken atomic charge list, values in e, 6 entries: atom 1 (Re): 0.861, atom 2 (C): -0.567, atom 3 (C): -0.840, atom 4 (C): -0.227, atom 5 (C): -0.421, atom 6 (C): 0.082

---

Entry 4:
Formula: C18H32Cl12NO5
Source: the Open Molecules 2025 dataset
Level of theory: wB97M-V/def2-TZVPD

- E: -181183.36462 eV
- Highest occupied orbital energy: -0.1752 hartree
- Frontier orbital gap: 6.86 eV
- Charge: -1
- Maximum force: 0.12684 Eh/bohr
- Lowest unoccupied orbital energy: 2.1 eV
- Molar mass: 767.89 g mol⁻¹

Geometry (Å):
N 5.956 -1.896 -2.733
C 6.121 -0.682 -1.921
O 6.761 -0.785 -0.827
C 5.565 0.782 -2.352
C 4.479 0.717 -3.528
C 2.956 0.938 -3.014
O 2.765 1.636 -1.989
O 1.946 0.344 -3.822
C 1.241 -0.720 -3.124
C 0.101 -0.012 -2.195
O -0.196 -0.417 -1.018
O -0.498 1.110 -2.780
H 6.486 -2.648 -2.254
H 4.948 -2.130 -2.740
H 6.505 1.378 -2.677
H 5.204 1.268 -1.385
H 4.645 1.547 -4.320
H 4.490 -0.281 -4.112
H 0.671 -1.418 -3.848
H 1.970 -1.364 -2.523
Cl -2.071 -0.334 3.397
C -2.093 0.238 1.706
C -3.408 0.901 1.343
Cl -4.757 -0.267 1.289
H -1.880 -0.613 1.057
H -1.278 0.953 1.605
H -3.338 1.346 0.353
H -3.674 1.688 2.052
Cl -6.587 2.078 4.897
C -7.449 3.156 3.772
C -6.923 3.044 2.355
Cl -5.273 3.697 2.196
H -7.367 4.177 4.151
H -8.501 2.866 3.799
H -7.557 3.620 1.677
H -6.910 2.008 2.011
Cl -9.997 -3.220 -1.029
C -8.220 -3.077 -1.044
C -7.724 -1.992 -0.109
Cl -8.163 -0.362 -0.677
H -7.903 -2.896 -2.073
H -7.823 -4.044 -0.731
H -6.635 -2.023 -0.050
H -8.124 -2.117 0.899
Cl 10.191 -3.829 0.303
C 9.581 -2.238 0.827
C 10.696 -1.318 1.279
Cl 11.449 -1.868 2.799
H 8.847 -2.400 1.618
H 9.065 -1.800 -0.030
H 10.298 -0.319 1.468
H 11.480 -1.236 0.525
Cl 0.705 -4.640 2.448
C -0.136 -3.553 1.313
C 0.386 -3.689 -0.103
Cl 2.047 -3.070 -0.269
H -0.033 -2.531 1.682
H -1.194 -3.822 1.344
H -0.237 -3.105 -0.785
H 0.377 -4.729 -0.438
Cl -1.489 2.806 -0.034
C -2.115 4.378 0.517
C -1.008 5.305 0.979
Cl -0.242 4.739 2.486
H -2.842 4.196 1.310
H -2.640 4.824 -0.330
H -1.416 6.296 1.186
H -0.228 5.408 0.222

Mulliken atomic charge list, values in e, 6 entries: atom 1 (N): -0.531, atom 2 (C): 0.372, atom 3 (O): -0.608, atom 4 (C): -0.382, atom 5 (C): -0.572, atom 6 (C): 0.515

---

Entry 5:
Formula: C7H18N3
Source: the Open Molecules 2025 dataset
Level of theory: wB97M-V/def2-TZVPD

- E: -12010.40707 eV
- Highest occupied orbital energy: -0.4303 hartree
- Frontier orbital gap: 7.30 eV
- Charge: +1
- Maximum force: 0.11388 Eh/bohr
- Lowest unoccupied orbital energy: -4.4 eV
- Energy above the lowest of the compared OMol25 structures with the same formula, charge and spin: 5.949 eV
- Molar mass: 144.24 g mol⁻¹

Geometry (Å):
C -3.167 -0.681 -2.020
C 1.159 -0.152 -0.019
C 1.175 -2.740 -0.018
C -2.367 0.878 0.768
C 2.576 1.603 0.985
C 0.983 2.123 -0.830
C 1.850 -1.342 0.267
N -2.482 -0.785 -0.918
N -3.139 -0.155 0.171
N 1.574 1.110 0.030
H -2.978 -1.388 -2.800
H -4.156 -0.240 -1.988
H 1.780 -3.542 0.130
H 0.773 -2.602 -1.059
H 0.308 -2.996 0.620
H -2.828 1.456 1.510
H -1.376 0.489 1.169
H -2.270 1.706 -0.063
H 2.654 2.665 0.601
H 2.144 1.638 2.003
H 3.565 1.113 0.947
H 1.578 2.288 -1.681
H -0.073 1.907 -1.190
H 0.873 2.825 -0.096
H 2.786 -1.286 -0.398
H 2.313 -1.377 1.329
H 0.284 -0.485 -0.880
H -4.107 0.025 -0.118

Mulliken atomic charge list, values in e, 6 entries: atom 1 (C): -0.462, atom 2 (C): 0.160, atom 3 (C): -1.283, atom 4 (C): -0.499, atom 5 (C): -0.912, atom 6 (C): -0.987

---

Entry 6:
Formula: C4H6O2
Source: the Open Molecules 2025 dataset
Level of theory: wB97M-V/def2-TZVPD

- E: -8336.09234 eV
- Highest occupied orbital energy: -0.3620 hartree
- Frontier orbital gap: 10.59 eV
- Charge: 0
- Maximum force: 0.03168 Eh/bohr
- Lowest unoccupied orbital energy: 0.7 eV
- SMILES: OCOC1C=C1
- Energy above the lowest of the compared OMol25 structures with the same formula, charge and spin: 4.369 eV
- Molar mass: 86.09 g mol⁻¹

Geometry (Å):
O 0.550 -0.865 1.583
C -0.683 -0.750 0.993
O -1.041 0.585 0.837
C -0.316 1.021 -0.308
C 0.087 -0.045 -1.254
C 1.059 0.556 -0.599
H 1.131 -0.377 0.939
H -1.443 -1.356 1.480
H -0.584 -1.101 -0.112
H -0.677 1.990 -0.634
H -0.156 -0.541 -2.177
H 2.073 0.883 -0.749

Mulliken atomic charge list, values in e, 6 entries: atom 1 (O): -0.522, atom 2 (C): -0.207, atom 3 (O): -0.409, atom 4 (C): -0.137, atom 5 (C): -0.329, atom 6 (C): -0.634